Entry 1:
The following is a DFT calculation (ωB97M-V/def2-TZVPD) of C8H21N4S as an isolated structure in a non-equilibrium geometry.

Element x y z (Å)
S  1.729  -0.991  -1.816
N  -1.080  0.811  -0.846
N  -1.837  1.618  0.010
N  0.677  1.183  -0.430
N  -3.538  -0.210  -0.531
C  2.219  0.739  1.979
C  -1.115  -0.606  -0.528
C  -2.464  -1.046  0.062
C  2.467  0.002  0.667
C  1.224  -0.107  -0.227
C  0.079  -0.931  0.399
C  1.191  2.025  -1.458
C  0.346  -2.419  0.549
H  -1.526  1.589  0.986
H  -1.764  2.576  -0.324
H  -3.577  -0.342  -1.546
H  -3.144  0.802  -0.320
H  2.911  -0.397  -1.947
H  3.168  0.888  2.489
H  1.561  0.174  2.640
H  1.776  1.717  1.785
H  -2.632  -2.102  -0.147
H  2.221  2.276  -1.191
H  -0.523  -2.921  0.967
H  0.613  2.948  -1.482
H  2.840  -1.005  0.861
H  3.237  0.539  0.107
H  1.181  -2.584  1.223
H  -0.944  -1.118  -1.483
H  -0.128  -0.506  1.387
H  1.184  1.560  -2.449
H  -2.479  -0.897  1.144
H  -4.456  -0.393  -0.122
H  0.585  -2.872  -0.409

Cartesian forces (eV/Å) of the 2 atoms listed first:
S -0.305 -0.087 0.245
N 3.475 1.129 -0.040

Properties
Net charge: +1
Kohn-Sham gap: 9.10 eV
E_HOMO: -12.07 eV
Relative energy (zero: lowest compared OMol25 entry of this formula, charge and spin): 0.000 eV
Max |F|: 3.8 eV Å⁻¹
DFT total energy: -25423.9808 eV

Entry 2:
The following is a DFT calculation (ωB97M-V/def2-TZVPD) of a 6-piece molecular cluster, C8H21N5O13 overall in a non-equilibrium geometry.

Element x y z (Å)
O  3.365  -1.438  -1.930
O  -1.653  1.800  0.958
O  1.206  4.824  -2.923
O  -3.392  5.413  4.846
O  -0.596  1.122  -0.788
O  1.764  1.851  3.045
O  0.849  0.028  2.379
O  -2.249  -4.576  -1.379
O  -3.066  5.310  2.709
O  2.801  -3.626  -2.080
O  1.757  -2.088  -0.725
O  -2.085  -3.473  0.556
O  1.058  3.583  -4.646
N  1.254  3.666  -3.419
N  -2.701  -4.138  -0.309
N  1.645  0.967  2.273
N  -3.028  4.840  3.849
N  -1.423  0.940  0.076
C  1.064  -2.957  0.080
C  2.455  1.071  1.042
C  4.093  -1.378  -3.161
C  -2.553  3.402  4.135
C  -4.208  -4.281  -0.018
C  -1.770  -0.536  0.320
C  2.651  -2.518  -1.600
C  1.398  2.396  -2.636
H  -4.423  -4.017  1.018
H  0.640  -2.269  0.811
H  3.078  0.177  1.017
H  1.287  2.670  -1.587
H  0.653  1.657  -2.931
H  -2.634  -0.642  -0.337
H  -3.152  2.879  4.882
H  2.452  2.133  -2.728
H  4.850  -2.160  -3.220
H  4.595  -0.439  -3.391
H  0.289  -3.474  -0.486
H  1.676  -3.746  0.518
H  -0.939  -1.209  0.110
H  -4.810  -3.798  -0.787
H  -2.079  -0.698  1.352
H  -2.311  2.812  3.251
H  -1.581  3.606  4.584
H  2.957  2.031  1.160
H  3.322  -1.441  -3.929
H  1.830  1.086  0.149
H  -4.338  -5.360  -0.108

Cartesian forces (eV/Å) of the 2 atoms listed first:
O 0.933 1.506 0.172
O -0.553 0.826 1.626

Properties
Net charge: -1
2S+1: 2
Kohn-Sham gap (spin up / spin down): 2.85 / 7.78 eV
E_HOMO (spin up / spin down): -1.05 / -5.31 eV
Relative energy (zero: lowest compared OMol25 entry of this formula, charge and spin): 0.000 eV
Max |F|: 5.2 eV Å⁻¹
DFT total energy: -42689.4930 eV

Entry 3:
The following is a DFT calculation (ωB97M-V/def2-TZVPD) of C8H21NO11SZn as an isolated structure in a non-equilibrium geometry.

Element x y z (Å)
Zn  10.976  6.359  -1.922
S  10.502  8.015  -3.906
O  10.376  7.236  -5.157
O  11.795  7.644  -3.264
O  10.335  9.438  -4.162
O  9.940  4.991  -0.754
O  9.574  7.447  -2.891
O  12.728  5.256  -1.564
O  10.691  5.026  -3.650
O  9.681  4.303  -6.304
O  5.751  5.433  -0.072
O  7.019  6.870  -2.247
O  11.252  7.557  -0.209
N  12.238  3.189  -0.902
C  14.598  3.943  -0.954
C  10.415  3.730  -4.090
C  9.280  3.646  -5.091
C  10.268  7.046  0.639
C  5.342  6.706  -0.513
C  13.123  4.182  -1.161
C  6.500  7.496  -1.114
C  9.868  5.547  0.523
H  8.850  5.434  0.945
H  6.286  4.994  -0.743
H  4.859  7.239  0.308
H  15.086  3.896  -1.931
H  15.070  4.774  -0.437
H  10.531  5.601  -4.444
H  11.276  3.563  -0.846
H  7.247  7.631  -0.325
H  6.165  8.513  -1.372
H  8.913  2.646  -5.324
H  10.247  3.049  -3.249
H  9.283  5.181  -6.306
H  10.463  7.219  1.719
H  11.301  3.265  -4.553
H  8.430  4.193  -4.667
H  4.544  6.601  -1.265
H  14.823  2.998  -0.453
H  10.455  4.947  1.252
H  9.372  7.679  0.481
H  12.507  2.506  -0.214
H  8.004  6.965  -2.251

Cartesian forces (eV/Å) of the 2 atoms listed first:
Zn -0.062 0.148 2.156
S 0.738 0.325 -0.432

Properties
Net charge: -2
Kohn-Sham gap: 5.34 eV
E_HOMO: -0.74 eV
Relative energy (zero: lowest compared OMol25 entry of this formula, charge and spin): 1.418 eV
Max |F|: 2.3 eV Å⁻¹
DFT total energy: -91903.9807 eV

Entry 4:
The following is a DFT calculation (ωB97M-V/def2-TZVPD) of C8H22AgN5O11 as an isolated structure in a non-equilibrium geometry.

Element x y z (Å)
Ag  -0.524  -0.466  0.914
O  -4.234  0.529  3.138
O  0.108  -0.257  5.077
O  -0.360  -2.837  1.237
O  -2.041  -1.036  -0.664
O  -3.072  -2.059  -2.316
O  -2.321  -0.196  2.452
O  -3.128  0.087  -2.132
O  1.310  -1.799  4.092
O  1.316  4.394  -1.936
O  -2.503  0.744  4.362
O  0.430  -0.174  2.968
N  1.324  -1.120  -0.276
N  -0.268  1.759  0.119
N  -3.036  0.341  3.270
N  -2.757  -1.030  -1.700
N  0.664  -0.755  4.065
C  0.343  3.759  -1.145
C  0.453  2.201  -1.100
C  1.272  -2.577  -0.473
C  1.135  5.788  -2.054
C  2.664  -3.120  -0.911
C  -1.358  -3.819  0.995
C  -0.061  1.462  -2.339
C  0.911  -3.275  0.824
H  -2.319  -3.498  1.406
H  -1.636  -3.931  -0.057
H  0.616  -2.779  -1.321
H  3.461  -2.885  -0.209
H  -0.638  4.013  -1.572
H  2.588  -4.168  -1.212
H  -1.144  1.612  -2.330
H  0.250  1.864  -3.306
H  1.686  -2.921  1.517
H  2.877  -2.657  -1.882
H  0.151  0.397  -2.414
H  0.329  4.127  -0.112
H  1.129  -4.347  0.846
H  -1.041  -4.688  1.575
H  1.538  6.247  -1.142
H  0.003  2.526  0.731
H  2.106  -0.751  0.266
H  -1.235  2.043  -0.067
H  1.514  1.967  -0.965
H  1.687  6.091  -2.939
H  1.712  -0.945  -1.209
H  0.098  6.139  -2.073

Cartesian forces (eV/Å) of the 2 atoms listed first:
Ag -0.024 0.596 -0.203
O 0.341 0.090 0.245

Properties
Net charge: -1
2S+1: 2
Kohn-Sham gap (spin up / spin down): 7.85 / 4.23 eV
E_HOMO (spin up / spin down): -5.28 / -5.19 eV
Relative energy (zero: lowest compared OMol25 entry of this formula, charge and spin): 2.373 eV
Max |F|: 2.5 eV Å⁻¹
DFT total energy: -42612.0884 eV